1.
A single C2HBrO2 molecule at a distorted geometry, computed with ωB97M-V/def2-TZVPD.

As for the SMILES: O=C1O[C@H]1Br. The spin multiplicity is 1. The largest force on an atom is 4.798 eV/A. For the calculated total energy, the calculation gives -76225.515 eV. The relative energy (zero: lowest compared OMol25 entry of this formula, charge and spin) comes out at 0.0 kcal/mol. For the HOMO energy, the calculation gives -10.01 eV.

Geometry as XYZ:
```
6
Properties=species:S:1:pos:R:3:forces:R:3:nbo_charge:R:1
O 0.68678 1.72089 -0.72028 1.2 3.2 -0.5 -0.486
C 0.45600 0.84005 -0.01594 -2.0 -4.1 -1.5 0.801
O 0.39452 0.24873 1.14006 0.8 0.9 3.1 -0.420
C -0.09903 -0.52546 0.04345 0.6 0.4 -1.8 -0.184
Br -1.89028 -0.90385 -0.17035 -1.3 0.0 0.3 0.078
H 0.45200 -1.38037 -0.27694 0.7 -0.4 0.4 0.212
```
Forces are in eV/Å.


2.
C30H21BBr3F8InN3OP as an isolated structure at a distorted geometry, computed with ωB97M-V/def2-TZVPD.

The spin multiplicity is 1. The largest force on an atom is 1.037 eV/A. For the calculated total energy, the calculation gives -284978.574 eV. The relative energy (zero: lowest compared OMol25 entry of this formula, charge and spin) comes out at 76.0 kcal/mol. For the HOMO energy, the calculation gives -7.83 eV.

Geometry as XYZ:
```
69
Properties=species:S:1:pos:R:3:forces:R:3:lowdin_charge:R:1
In -1.92954 -0.32700 -0.31709 0.0 -0.7 0.7 0.504
Br -4.13379 -2.03232 -2.03575 -0.1 -0.1 0.1 0.709
C -5.80974 -1.27545 -1.40931 0.1 0.1 0.0 -0.983
Br -5.58193 0.06459 -0.05844 0.0 -0.1 0.0 0.668
H -6.38318 -2.08619 -0.98166 0.0 0.0 0.0 0.000
H -6.29013 -0.82653 -2.26763 0.1 0.0 0.0 0.004
C 1.04191 3.14276 -4.44540 0.0 0.0 0.0 -0.064
C 0.32800 3.26863 -3.26599 0.0 0.0 0.0 -0.057
C -0.04920 2.13730 -2.56022 0.0 0.0 0.0 -0.052
C 0.30666 0.88420 -3.03182 0.0 0.0 0.1 -0.240
C 1.01168 0.74786 -4.22600 0.0 0.0 0.0 -0.012
C 1.37660 1.87973 -4.92716 0.0 0.0 0.0 -0.066
N -0.09467 -0.24871 -2.25742 0.1 0.0 0.0 0.065
N 0.49509 -1.29710 -2.54791 -0.1 -0.1 0.0 0.124
C 0.09377 -2.44786 -1.79414 0.0 0.2 0.0 -0.300
C 0.71922 -3.64619 -2.06469 0.0 -0.1 0.0 0.009
C 0.33960 -4.75192 -1.31046 0.0 0.0 -0.1 -0.040
C -0.61947 -4.60859 -0.32416 0.0 0.0 0.0 -0.027
C -1.19258 -3.35863 -0.11577 0.1 -0.1 0.0 -0.114
N -0.83408 -2.31792 -0.85834 -0.1 0.1 -0.2 0.036
H 1.32227 4.02546 -5.00507 0.0 0.0 0.0 0.106
H 0.03537 4.24535 -2.90435 0.0 0.0 0.0 0.116
H -0.64588 2.23074 -1.66586 0.0 0.0 0.0 0.093
H 1.25144 -0.23668 -4.59918 0.0 0.0 0.0 0.108
H 1.91296 1.78146 -5.86154 0.0 0.0 0.0 0.105
H 1.47328 -3.69724 -2.83678 0.0 0.0 0.0 0.118
H 0.80229 -5.71324 -1.49179 0.0 0.0 0.0 0.114
H -0.92228 -5.44422 0.29041 0.0 0.0 0.0 0.116
H -1.92809 -3.12960 0.65390 0.0 0.0 0.0 0.101
F -1.05382 3.51662 6.23717 0.0 0.0 0.0 0.143
C -0.77544 2.81399 5.14664 0.1 -0.1 -0.1 -0.131
C 0.34760 2.00959 5.10594 -0.1 0.0 -0.1 -0.131
F 1.15422 1.93486 6.16055 0.0 0.0 0.0 0.136
C 0.62119 1.28973 3.95430 0.0 0.0 0.1 -0.207
F 1.72161 0.53118 3.97274 0.0 0.1 0.0 0.107
C -0.19248 1.33183 2.83183 -0.1 0.0 -0.1 -0.275
P 0.32921 0.46541 1.28990 0.0 -0.1 0.0 1.086
C 1.93009 1.28966 0.95196 0.0 0.1 0.0 -0.340
C 3.17553 0.86938 1.41910 0.0 0.0 0.0 -0.093
C 4.32016 1.57854 1.09127 0.0 0.0 0.0 -0.070
C 4.23953 2.71948 0.30322 0.0 0.0 0.0 -0.078
C 3.00558 3.15477 -0.15260 0.0 0.0 0.0 -0.071
C 1.86132 2.43993 0.16902 0.0 0.0 0.0 -0.099
C 0.77973 -1.21832 1.82303 -0.1 0.0 0.1 -0.376
C 1.77006 -1.92689 1.14662 0.0 0.0 -0.1 -0.117
C 2.06093 -3.23775 1.49785 0.0 0.0 0.0 -0.088
C 1.35879 -3.85087 2.52496 0.0 0.0 0.0 -0.089
C 0.34764 -3.15823 3.17781 0.0 0.0 0.0 -0.064
C 0.04622 -1.85215 2.82268 0.0 -0.1 0.0 -0.093
C -1.34161 2.13646 2.90622 0.0 -0.3 -0.1 -0.546
Br -2.63947 2.22963 1.54419 0.2 0.3 -0.1 0.900
C -1.61625 2.86970 4.04584 0.0 0.0 0.1 -0.263
F -2.70163 3.63594 4.13529 0.0 0.0 0.0 0.085
H 3.25701 -0.00610 2.04765 0.0 0.0 0.0 0.099
H 5.28037 1.24054 1.45919 0.0 0.0 0.0 0.106
H 5.13745 3.26721 0.04817 0.0 0.0 0.0 0.105
H 2.92956 4.04251 -0.76696 0.0 0.0 0.0 0.106
H 0.90319 2.78690 -0.19320 0.0 0.0 0.0 0.083
H 2.32602 -1.46265 0.33967 0.0 0.0 0.0 0.108
H 2.83995 -3.77342 0.96986 0.0 0.0 0.0 0.107
H 1.59163 -4.86921 2.81017 0.0 0.0 0.0 0.104
H -0.22149 -3.63879 3.96313 0.0 0.0 0.0 0.109
H -0.78398 -1.34021 3.28948 0.0 0.0 0.0 0.105
F -2.95429 2.58871 -3.42263 0.0 0.1 0.0 0.195
B -3.18065 1.27445 -3.16831 0.1 0.0 0.2 -1.199
F -2.58430 1.09367 -1.66662 -0.4 0.2 -0.2 -0.150
F -4.49419 0.93215 -3.06246 0.0 0.0 0.0 0.142
F -2.42096 0.40659 -3.90430 -0.1 -0.1 0.0 0.164
O -2.46961 -1.07747 1.37127 0.2 0.3 -0.5 -0.657
```
Forces are in eV/Å.